a) A 2-piece molecular cluster, CH6N3O overall. Source: the Open Molecules 2025 dataset; level of theory: ωB97M-V/def2-TZVPD.

The geometry in ORCA input format:
```
! RIJCOSX wB97M-V def2-TZVPD def2/J DEFGRID3
* xyz 1 1
C 0.52432 0.86931 0.02263
N 0.91050 -0.05257 -0.83132
N -0.71048 -0.45132 0.99211
N -0.54862 -1.41870 0.30335
O -0.26792 1.84942 -0.27842
H 1.11852 1.05456 0.91355
H 0.44894 -0.19348 -1.71930
H -1.33473 -0.43465 1.81383
H -1.06234 -2.29148 0.52119
H 1.63439 -0.71473 -0.59852
H -0.71258 1.78363 -1.13910
*
```

The HOMO energy comes out at -14.93 eV. As for the gap between HOMO and LUMO: 10.393 eV. For the LUMO energy, the calculation gives -4.5339 eV.



b) An isolated ion of composition CH6N3O and charge +1. Source: the Open Molecules 2025 dataset; level of theory: ωB97M-V/def2-TZVPD.

The geometry in ORCA input format:
```
! RIJCOSX wB97M-V def2-TZVPD def2/J DEFGRID3
* xyz 1 1
C -0.01524 0.26857 -0.01919
N 0.35417 1.54450 0.11678
N 0.87874 -0.81415 0.58297
N -1.14456 -0.12445 -0.60638
O 0.41529 -2.08172 0.38315
H 1.32135 1.88970 0.15161
H -0.16924 2.37187 0.00922
H 1.38111 -0.46935 1.36663
H -1.63780 0.20071 -1.41760
H -1.56754 -1.04846 -0.48689
H 1.07095 -2.65041 0.78372
*
```

The HOMO energy comes out at -14.18 eV. As for the gap between HOMO and LUMO: 10.511 eV. For the LUMO energy, the calculation gives -3.6722 eV. Its SMILES is NC(=[NH2+])NO.



Which of them is the most stable? Correct choice: b).



a) C2HCl2NO as an isolated structure. Source: the Open Molecules 2025 dataset; level of theory: ωB97M-V/def2-TZVPD.

The geometry in ORCA input format:
```
! RIJCOSX wB97M-V def2-TZVPD def2/J DEFGRID3
* xyz 0 1
C -1.22657 -1.80884 -0.19650
C -1.32374 0.04863 -0.02908
N -1.34852 -2.91762 0.00230
O -0.23354 0.47780 0.56541
Cl -1.81850 0.67630 -1.57084
Cl -2.73416 0.13324 0.90461
H 0.61451 0.44643 0.16054
*
```

The HOMO energy comes out at -11.52 eV. As for the gap between HOMO and LUMO: 11.588 eV. For the LUMO energy, the calculation gives 0.0703 eV.



b) A 2-piece molecular cluster, C2HCl2NO overall. Source: the Open Molecules 2025 dataset; level of theory: ωB97M-V/def2-TZVPD.

The geometry in ORCA input format:
```
! RIJCOSX wB97M-V def2-TZVPD def2/J DEFGRID3
* xyz 0 1
C 0.21608 1.28944 -0.64648
C 1.23160 0.38596 -1.22222
N -0.66230 1.89823 -0.21479
O 1.48868 0.27538 -2.35456
Cl -1.99908 -1.08089 1.95568
Cl 2.01893 -0.45872 0.12487
H -2.29391 -2.30940 2.35750
*
```

The HOMO energy comes out at -11.84 eV. As for the gap between HOMO and LUMO: 10.931 eV. For the LUMO energy, the calculation gives -0.9089 eV. Its SMILES is N#CC(=O)Cl.Cl.



Which of them is the most stable? Correct choice: b).



a) One molecule with the formula C3H6O4. Source: the Open Molecules 2025 dataset; level of theory: ωB97M-V/def2-TZVPD.

The geometry in ORCA input format:
```
! RIJCOSX wB97M-V def2-TZVPD def2/J DEFGRID3
* xyz 0 1
C -1.24529 1.96318 0.15699
C 0.32335 -2.17494 0.01602
C 1.27046 0.02156 -0.14686
O 0.96764 1.29901 -0.44968
O -0.55834 1.32797 -0.89414
O 0.13041 -0.77080 -0.11778
O 2.39958 -0.40489 0.03955
H -1.31780 1.30704 1.03039
H -0.76458 2.90657 0.42954
H -2.26291 2.15489 -0.20892
H 0.04233 -2.65411 -0.92638
H 1.35518 -2.44277 0.26425
H -0.34004 -2.53272 0.80702
*
```

The HOMO energy comes out at -10.88 eV. As for the gap between HOMO and LUMO: 10.885 eV. For the LUMO energy, the calculation gives 0.0060 eV. Its SMILES is COOC(=O)OC.



b) A 2-piece molecular cluster, C3H6O4 overall. Source: the Open Molecules 2025 dataset; level of theory: ωB97M-V/def2-TZVPD.

The geometry in ORCA input format:
```
! RIJCOSX wB97M-V def2-TZVPD def2/J DEFGRID3
* xyz 0 1
C 0.85316 0.32505 -1.83874
C -0.70332 0.16177 2.16663
C -0.79670 -0.75378 0.98669
O 0.53563 1.05173 -0.92133
O 0.95851 0.73527 -3.10557
O 1.10827 -0.98153 -1.75654
O 0.10738 -1.51564 0.64292
H 0.74133 1.68588 -3.06110
H 0.95254 -1.24332 -0.81530
H -1.68697 -0.62257 0.34848
H -0.14775 -0.32230 2.97239
H -0.20912 1.08808 1.86519
H -1.71297 0.39135 2.51629
*
```

The HOMO energy comes out at -10.52 eV. As for the gap between HOMO and LUMO: 11.149 eV. For the LUMO energy, the calculation gives 0.6298 eV. Its SMILES is O=C(O)O.CC=O.



Which of them is the most stable? Correct choice: b).



a) One molecule with the formula C3H6O4. Source: the Open Molecules 2025 dataset; level of theory: ωB97M-V/def2-TZVPD.

The geometry in ORCA input format:
```
! RIJCOSX wB97M-V def2-TZVPD def2/J DEFGRID3
* xyz 0 1
C 1.33459 0.53995 -0.54055
C 0.35516 -0.45514 -0.03207
C -2.00727 0.12414 -0.28765
O 1.41381 -0.86584 -0.71102
O 2.26199 1.14651 0.28713
O 0.46122 -0.62958 1.36146
O -0.90310 -0.77227 -0.56668
H 1.25691 1.02219 -1.50662
H -1.69433 0.98485 0.38733
H -2.69726 -0.52191 0.25931
H -2.56310 0.31603 -1.20821
H 2.31512 0.69080 1.07886
H 0.46626 -1.57974 1.47874
*
```

The HOMO energy comes out at -10.01 eV. As for the gap between HOMO and LUMO: 10.789 eV. For the LUMO energy, the calculation gives 0.7786 eV. Its SMILES is CO[C@@]1(O)O[C@@H]1O.



b) A 2-piece molecular cluster, C3H6O4 overall. Source: the Open Molecules 2025 dataset; level of theory: ωB97M-V/def2-TZVPD.

The geometry in ORCA input format:
```
! RIJCOSX wB97M-V def2-TZVPD def2/J DEFGRID3
* xyz 0 1
C 0.47004 -0.17187 0.04705
C 1.86193 1.72541 -0.58980
C -1.55548 -1.61393 1.03450
O 0.13772 -0.45674 -1.27674
O -2.46158 -0.71630 1.22433
O -1.42775 -2.36497 0.13967
O 1.12463 0.89165 0.31808
H 2.89299 1.49463 -0.50989
H 1.91841 2.67853 0.05063
H 1.54003 1.81138 -1.68721
H -0.76185 -1.30795 1.82958
H -3.27198 -0.79277 0.64056
H -0.46711 -1.17706 -1.22074
*
```

The HOMO energy comes out at -8.55 eV. As for the gap between HOMO and LUMO: 9.281 eV. For the LUMO energy, the calculation gives 0.7267 eV.



c) One molecule with the formula C3H6O4. Source: the Open Molecules 2025 dataset; level of theory: ωB97M-V/def2-TZVPD.

The geometry in ORCA input format:
```
! RIJCOSX wB97M-V def2-TZVPD def2/J DEFGRID3
* xyz 0 1
C 2.65028 -0.69817 -0.69674
C 1.53220 -1.08388 0.22304
O 0.26100 -1.05227 -0.42812
C -0.77540 -1.49792 0.25798
O -0.74314 -1.99272 1.35879
O -1.86356 -1.37498 -0.49241
H 2.41336 -0.84651 -1.76119
H 3.61790 -0.85911 -0.20532
H 1.57747 -0.89841 1.29944
H 2.05455 -2.16657 -0.08580
H -2.62393 -1.72622 -0.01193
O 2.24133 0.75922 -0.26938
H 1.63160 1.05716 -0.95098
*
```

The HOMO energy comes out at -8.96 eV. As for the gap between HOMO and LUMO: 9.598 eV. For the LUMO energy, the calculation gives 0.6387 eV. Its SMILES is O=C(O)OCCO.



Which of them is the most stable? Correct choice: a).



a) An isolated ion of composition C6H11N4 and charge +1. Source: the Open Molecules 2025 dataset; level of theory: ωB97M-V/def2-TZVPD.

The geometry in ORCA input format:
```
! RIJCOSX wB97M-V def2-TZVPD def2/J DEFGRID3
* xyz 1 1
C 2.34714 -1.32511 0.11834
C 1.18319 0.97717 0.23634
C 0.91000 2.08974 0.83961
C -1.42589 0.75021 -0.96416
C -1.81109 -1.39503 0.26807
C -0.79933 -0.60377 -0.43434
N 1.23991 -1.34855 0.72006
N 2.72907 -0.27621 -0.79929
N 2.13198 0.81954 -0.71373
N 0.31562 -0.26893 0.48838
H 2.97040 -2.20249 0.13703
H 0.04203 2.20557 1.49135
H 1.65512 2.92782 0.78105
H -1.64118 1.41184 -0.21969
H -0.76779 1.30594 -1.78666
H -2.28220 0.50383 -1.65351
H -2.01734 -0.87694 1.22643
H -1.48763 -2.28234 0.59368
H -2.69741 -1.38069 -0.30922
H -0.45298 -0.90854 -1.41520
H -0.14161 -0.12308 1.39545
*
```

The HOMO energy comes out at -14.11 eV. As for the gap between HOMO and LUMO: 8.250 eV. For the LUMO energy, the calculation gives -5.8582 eV. Its SMILES is C=C1N=NC=N[N@@H+]1C(C)C.



b) An isolated ion of composition C6H11N4 and charge +1. Source: the Open Molecules 2025 dataset; level of theory: ωB97M-V/def2-TZVPD.

The geometry in ORCA input format:
```
! RIJCOSX wB97M-V def2-TZVPD def2/J DEFGRID3
* xyz 1 1
C 2.30532 0.95178 0.32980
C 1.82308 -0.39977 -0.27215
C 1.18659 1.75448 -0.22256
C -0.50738 -1.48542 0.49490
C -3.24193 0.37218 -0.07871
C 0.39768 -0.31575 0.02225
N -2.20314 0.84229 0.09487
N -1.16664 1.54484 0.22691
N -0.00276 0.92504 0.00572
N -1.66943 -1.72733 -0.27178
H 2.21193 1.04008 1.36441
H 3.21521 1.29784 -0.12114
H 2.02591 -0.34982 -1.35130
H 2.17048 -1.37602 0.07714
H 1.04112 2.76514 0.09745
H 1.19121 1.89890 -1.22889
H 0.07410 -2.41953 0.69659
H -0.78437 -0.93782 1.48404
H -4.21573 0.04966 -0.24395
H -1.54970 -1.95904 -1.25081
H -2.30156 -2.47172 0.14721
*
```

The HOMO energy comes out at -12.79 eV. As for the gap between HOMO and LUMO: 9.014 eV. For the LUMO energy, the calculation gives -3.7777 eV.



Which of them is the most stable? Correct choice: b).